Below is 8 unconnected molecules or ions with the total composition C8H32N4O8 in a non-equilibrium geometry, with properties calculated with ωB97M-V/def2-TZVPD.

Summary:
Energy above the lowest of the compared OMol25 structures with the same formula, charge and spin   445.99 kJ/mol
HOMO   -0.3509 hartree
Frontier orbital gap   9.5 eV
LUMO   -0.095 eV

XYZ file:
```
52
Properties=species:S:1:pos:R:3:lowdin_charge:R:1
N -4.3879 2.2023 1.8003 0.148
C -3.3740 2.4149 0.9670 -0.767
N -2.4718 1.4745 1.0710 0.181
O -3.3440 3.3603 0.2090 0.045
H -5.0969 2.9112 1.9226 0.117
H -4.3926 1.3213 2.2942 0.094
H -2.5861 0.7858 1.8008 0.101
H -1.6400 1.4982 0.4985 0.089
N 5.0967 1.4677 0.9750 0.167
C 4.7157 0.8045 -0.1001 -0.807
N 3.7240 0.0231 0.1794 0.170
O 5.1372 0.8705 -1.2231 0.047
H 4.4106 1.6318 1.6978 0.057
H 5.7189 2.2266 0.7364 0.118
H 3.1923 0.1478 1.0290 0.066
H 3.2838 -0.2923 -0.6732 0.108
C 0.8863 1.6512 -2.4475 -0.147
O -0.0143 1.9686 -1.4295 -0.132
H 1.8363 1.6121 -1.9145 0.079
H 0.6422 0.6804 -2.8787 0.056
H 0.7602 2.3307 -3.2904 0.090
H 0.0097 1.3344 -0.7092 0.003
C 0.1023 -1.0956 -0.4478 -0.116
O 0.4166 -0.0988 0.5187 -0.153
H -0.7946 -0.7020 -0.9262 0.082
H 0.8549 -1.2356 -1.2238 0.064
H 0.0087 -2.0506 0.0693 0.080
H 0.1991 -0.4600 1.3812 0.052
C -4.2556 -1.5358 0.0479 -0.183
O -4.5938 -2.8000 -0.4994 -0.104
H -4.2146 -1.5866 1.1359 0.063
H -3.3522 -1.0908 -0.3693 0.065
H -5.0452 -0.7948 -0.0771 0.083
H -4.1026 -3.5315 -0.1183 0.067
C -1.7486 -2.9731 2.1692 -0.084
O -0.8909 -1.8263 2.6186 -0.142
H -2.4916 -3.0954 2.9572 0.082
H -2.2755 -2.6853 1.2595 0.038
H -1.2506 -3.9033 1.8956 0.082
H -0.3350 -2.0879 3.3562 0.078
C 1.3506 -2.2885 -4.2565 -0.179
O 1.3700 -1.7552 -5.5792 -0.103
H 0.3356 -2.5075 -3.9248 0.077
H 1.9346 -3.2050 -4.1726 0.078
H 1.8874 -1.6786 -3.5299 0.059
H 0.8178 -0.9817 -5.4433 0.065
C 2.2195 2.4580 1.7651 -0.073
O 2.4702 1.2233 2.6064 -0.166
H 1.3528 3.0142 2.1221 0.081
H 3.0792 3.0960 1.9698 0.073
H 2.0805 2.2502 0.7041 0.072
H 2.7647 1.5026 3.4764 0.077
```